Arrangement P

{
  "formula": "C3H6O",
  "method": "wB97M-V/def2-TZVPD",
  "elements": ["C", "C", "C", "O", "H", "H", "H", "H", "H", "H"],
  "coordinates": [[-1.5269, -0.5148, 0.0060], [-0.7786, 0.5754, -0.0541], [0.7244, 0.6184, 0.0420], [1.2611, -0.6759, -0.0330], [-2.6089, -0.5061, 0.0371], [-1.0707, -1.4889, 0.1182], [-1.2668, 1.5526, -0.1070], [0.9596, 1.1185, 1.0221], [1.1600, 1.2959, -0.7250], [2.2248, -0.6384, -0.0449]],
  "spin_multiplicity": 1,
  "homo_lumo_gap_ev": 10.44
}

Arrangement Q

{
  "formula": "C3H6O",
  "method": "wB97M-V/def2-TZVPD",
  "elements": ["C", "C", "O", "C", "H", "H", "H", "H", "H", "H"],
  "coordinates": [[-1.8767, -0.2127, 0.0161], [-0.6363, 0.3457, -0.1497], [0.3571, -0.5969, -0.0832], [1.7337, -0.1164, -0.0304], [-2.9348, 0.2368, -0.0141], [-1.9900, -1.4596, -0.0508], [-0.2607, 1.3318, -0.0354], [2.3573, -0.0759, -0.9612], [1.2230, 0.9614, 0.3906], [2.0275, -0.4143, 0.9181]],
  "spin_multiplicity": 1,
  "homo_lumo_gap_ev": 9.73
}

The most stable of them is arrangement P.

Arrangement P

{
  "formula": "C3H6O",
  "method": "wB97M-V/def2-TZVPD",
  "elements": ["C", "C", "C", "O", "H", "H", "H", "H", "H", "H"],
  "coordinates": [[0.5193, -1.1864, -0.1057], [-0.0806, 0.0753, -0.6201], [-0.3965, 1.0957, 0.4183], [-0.3077, 0.3446, -1.7505], [1.2719, -0.9047, 0.7232], [1.0437, -1.7235, -0.9548], [-0.5186, -1.8567, 0.2715], [-1.5737, 0.7234, 0.7423], [-0.3713, 2.2599, -0.1970], [0.4134, 1.1724, 1.4728]],
  "spin_multiplicity": 1,
  "homo_lumo_gap_ev": 10.42
}

Arrangement Q

{
  "formula": "C3H6O",
  "method": "wB97M-V/def2-TZVPD",
  "elements": ["C", "C", "C", "O", "H", "H", "H", "H", "H", "H"],
  "coordinates": [[0.1501, 1.1562, 0.5581], [-1.3557, 0.7659, 0.6736], [-0.3327, -0.2404, 0.2955], [1.7820, -1.9823, -1.0999], [0.5033, 1.6774, -0.2823], [0.7990, 1.4352, 1.4826], [-1.9158, 0.7831, 1.5901], [-1.9978, 1.0282, -0.2817], [1.1343, -1.4777, -0.5176], [1.3473, -2.7955, -1.3566]],
  "spin_multiplicity": 1,
  "homo_lumo_gap_ev": 8.50
}

Arrangement R

{
  "formula": "C3H6O",
  "method": "wB97M-V/def2-TZVPD",
  "elements": ["O", "C", "C", "C", "H", "H", "H", "H", "H", "H"],
  "coordinates": [[1.6620, -0.4282, -0.0687], [0.3689, -0.2119, -0.5794], [-0.2735, 1.0095, -0.0023], [-0.7694, -0.3753, 0.3758], [1.6213, -1.1456, 0.5749], [0.2374, -0.5445, -1.6091], [-0.9659, 1.6944, -0.4757], [0.5062, 1.5361, 0.5490], [-1.6831, -0.7395, -0.1029], [-0.6370, -0.8461, 1.3503]],
  "spin_multiplicity": 1,
  "homo_lumo_gap_ev": 11.24
}

The most stable of them is arrangement R.

Arrangement P

{
  "formula": "C5H10O3",
  "method": "wB97M-V/def2-TZVPD",
  "elements": ["C", "C", "C", "C", "C", "H", "H", "H", "H", "H", "H", "H", "H", "H", "H", "O", "O", "O"],
  "coordinates": [[0.5248, -1.3272, -0.1518], [0.0509, 0.2281, -0.2382], [-1.4817, 0.4093, -0.6222], [1.0326, 1.1641, -0.8283], [0.3030, 0.6590, 1.1160], [1.7140, -2.2698, 1.0845], [-0.0702, -1.8280, -1.1740], [-0.0941, -2.0250, 0.5856], [-1.8947, 1.2896, -0.2816], [-1.7542, 0.1830, -1.6465], [-2.5818, 0.3810, 0.8914], [2.1279, 0.8176, -0.7231], [0.9213, 1.7601, -1.9179], [1.1831, -0.1619, 1.3533], [-0.4984, 0.5891, 2.0395], [1.8991, -1.2590, -0.0977], [-2.1558, -0.6353, 0.1905], [0.7743, 2.0253, 0.4203]],
  "spin_multiplicity": 1,
  "homo_lumo_gap_ev": 7.61
}

Arrangement Q

{
  "formula": "C5H10O3",
  "method": "wB97M-V/def2-TZVPD",
  "elements": ["C", "C", "C", "O", "H", "H", "H", "H", "H", "H", "C", "C", "O", "O", "H", "H", "H", "H"],
  "coordinates": [[-1.6874, 1.3886, -0.0813], [-1.8084, -0.0753, 0.1713], [-1.8104, -0.9307, -0.8715], [-1.8039, -2.3172, -0.8019], [-0.6535, 1.7259, 0.0101], [-2.0481, 1.6359, -1.0866], [-2.1804, 2.0331, 0.6725], [-1.9183, -0.4411, 1.2207], [-1.7710, -0.5528, -1.9093], [-1.7516, -2.6655, -1.7000], [2.7803, -0.2771, -0.1416], [1.8603, 0.3737, 0.8073], [1.6091, 1.5795, 0.8137], [1.4091, -0.4505, 1.7901], [2.5613, -1.3206, -0.2799], [3.8237, -0.1268, 0.2217], [2.6619, 0.3409, -1.0793], [0.7272, 0.0801, 2.2439]],
  "spin_multiplicity": 1,
  "homo_lumo_gap_ev": 9.32
}

The most stable of them is arrangement Q.

Arrangement P

{
  "formula": "C5H10O3",
  "method": "wB97M-V/def2-TZVPD",
  "elements": ["C", "C", "C", "C", "C", "H", "H", "H", "H", "H", "H", "H", "H", "H", "H", "O", "O", "O"],
  "coordinates": [[-0.0394, 1.9102, 0.3913], [0.2372, 0.5044, -0.2424], [-0.6483, 0.4494, -1.5318], [-0.0868, -0.6010, 0.7629], [0.3819, -2.0641, 0.3877], [-1.0705, 2.0919, 0.9846], [0.0147, 2.5898, -0.2784], [0.3787, 2.3940, 1.0812], [1.2346, 0.4826, -0.3364], [-0.5825, 0.9372, -2.3775], [-1.4251, 0.6998, -0.9632], [-0.3413, -0.5849, -2.1097], [-1.3338, -0.7453, 0.7338], [0.5439, -1.3882, 2.5818], [0.9912, -1.1834, -1.3840], [0.3811, -0.3000, 1.9519], [0.9604, -2.2540, -0.8195], [0.4040, -2.9382, 1.1678]],
  "spin_multiplicity": 1,
  "homo_lumo_gap_ev": 10.32
}

Arrangement Q

{
  "formula": "C5H10O3",
  "method": "wB97M-V/def2-TZVPD",
  "elements": ["O", "C", "C", "C", "C", "C", "O", "H", "H", "H", "H", "H", "H", "H", "H", "O", "H", "H"],
  "coordinates": [[-1.7801, 1.0946, 1.5304], [-0.7029, 0.6639, 1.1843], [-0.4464, -0.0135, -0.1245], [0.4616, 0.8925, -0.9668], [1.3213, 0.1713, -2.0410], [2.2527, -0.8191, -1.3447], [2.4616, -0.7171, -0.1599], [0.1325, 0.7672, 1.9134], [-0.0657, -1.0259, 0.0436], [-1.3495, -0.1513, -0.7359], [-0.1603, 1.6504, -1.4357], [1.2608, 1.3064, -0.3334], [0.6754, -0.4017, -2.7094], [1.9481, 0.9538, -2.4464], [2.8722, -1.5239, -1.9359], [-2.7053, -1.1595, 1.6319], [-3.2009, -0.6481, 0.9777], [-2.6936, -0.5522, 2.3726]],
  "spin_multiplicity": 1,
  "homo_lumo_gap_ev": 10.62
}

The most stable of them is arrangement Q.

Arrangement P

{
  "formula": "C2H8S2",
  "method": "wB97M-V/def2-TZVPD",
  "elements": ["C", "S", "C", "H", "H", "H", "H", "H", "H", "S", "H", "H"],
  "coordinates": [[1.0689, -0.6362, -1.2220], [0.6881, 0.7186, -0.0642], [0.8047, -0.1455, 1.5071], [0.1619, -1.0766, -1.6307], [1.5855, -0.2676, -2.1114], [1.7251, -1.3251, -0.6995], [0.7608, 0.6342, 2.2646], [1.8177, -0.5482, 1.6230], [0.1153, -0.9815, 1.5982], [-2.5297, 1.3803, 0.0340], [-2.3461, 1.1164, -1.2817], [-3.8523, 1.1314, -0.0173]],
  "spin_multiplicity": 1,
  "homo_lumo_gap_ev": 9.16
}

Arrangement Q

{
  "formula": "C2H8S2",
  "method": "wB97M-V/def2-TZVPD",
  "elements": ["C", "S", "S", "H", "H", "H", "H", "C", "H", "H", "H", "H"],
  "coordinates": [[1.6118, 0.3107, 0.7930], [0.7539, -1.2775, 0.5121], [-0.8864, -0.6091, -0.5955], [1.4574, 0.6076, 1.8229], [1.1817, 1.0564, 0.1308], [2.6552, 0.0931, 0.5904], [-0.7547, -1.4790, -1.6049], [-1.4161, 2.9955, -0.3913], [-1.2095, 3.8714, 0.2091], [-0.4446, 2.5869, -0.6523], [-1.9868, 3.2893, -1.2617], [-2.0374, 2.3240, 0.1806]],
  "spin_multiplicity": 1,
  "homo_lumo_gap_ev": 9.07
}

The most stable of them is arrangement Q.

Arrangement P

{
  "formula": "C3H8ClN2",
  "method": "wB97M-V/def2-TZVPD",
  "elements": ["C", "C", "C", "N", "N", "Cl", "H", "H", "H", "H", "H", "H", "H", "H"],
  "coordinates": [[-2.1219, -0.2476, -2.5924], [1.1658, 0.1536, 2.2920], [0.5466, 0.4262, 0.1413], [0.8859, -1.7223, 1.0143], [0.8758, -0.4411, 1.0887], [0.1337, -0.0216, -1.4587], [-2.5052, 0.8100, -2.5479], [-2.4435, -1.0655, -1.8949], [-1.8422, -0.4709, -3.6606], [2.2422, 0.5740, 2.5927], [0.8600, -0.6069, 3.1437], [0.5642, 1.0180, 2.2866], [0.4087, 1.4658, 0.3187], [0.5767, -2.1458, 0.0404]],
  "charge": 1,
  "spin_multiplicity": 1,
  "homo_lumo_gap_ev": [5.56, 9.32]
}

Arrangement Q

{
  "formula": "C3H8ClN2",
  "method": "wB97M-V/def2-TZVPD",
  "elements": ["C", "C", "C", "N", "N", "Cl", "H", "H", "H", "H", "H", "H", "H", "H"],
  "coordinates": [[-0.1736, 2.3351, -1.9688], [0.6540, -1.7381, 2.1180], [-0.2552, 1.4451, -0.8283], [-0.5560, -2.5760, 0.3789], [0.0800, -1.6423, 0.8263], [-1.4908, 1.5054, 0.2625], [-0.1963, 1.7512, -2.8983], [0.8020, 2.8330, -1.9906], [-0.9718, 3.0714, -1.9884], [0.5158, -0.7865, 2.6317], [1.7315, -1.8785, 1.9808], [0.2603, -2.5747, 2.7022], [0.5157, 0.7021, -0.6547], [-0.9155, -2.4472, -0.5713]],
  "charge": 1,
  "spin_multiplicity": 1,
  "homo_lumo_gap_ev": 4.81
}

The most stable of them is arrangement Q.

Arrangement P

{
  "formula": "C4H8O2",
  "method": "wB97M-V/def2-TZVPD",
  "elements": ["C", "C", "O", "C", "C", "O", "H", "H", "H", "H", "H", "H", "H", "H"],
  "coordinates": [[-1.0521, 0.4016, -1.0757], [-0.0927, 0.4625, 0.0724], [0.0925, 1.7510, 0.6048], [-0.0857, -0.5587, 1.0723], [1.2877, -0.1502, -0.0813], [1.5260, -1.5681, 0.0386], [-2.0650, 0.6444, -0.7329], [-1.0669, -0.5988, -1.5163], [-0.7341, 1.1149, -1.8393], [-0.7997, 2.0807, 0.7845], [0.3523, -0.4264, 2.0388], [-0.6189, -1.5106, 0.9145], [2.0801, 0.4002, 0.4290], [1.1766, -2.0425, -0.7093]],
  "spin_multiplicity": 1,
  "homo_lumo_gap_ev": 8.15
}

Arrangement Q

{
  "formula": "C4H8O2",
  "method": "wB97M-V/def2-TZVPD",
  "elements": ["C", "C", "C", "O", "C", "O", "H", "H", "H", "H", "H", "H", "H", "H"],
  "coordinates": [[-1.1772, -1.0959, 0.2804], [-0.2659, 0.1264, 0.2903], [-0.8361, 1.2411, -0.5657], [-1.9961, 1.3112, -0.8970], [1.1817, -0.1561, -0.1117], [1.9816, 0.8572, 0.4691], [-2.1944, -0.7968, 0.5413], [-0.8347, -1.8483, 0.9982], [-1.2204, -1.5549, -0.7133], [-0.2035, 0.5288, 1.3124], [-0.1028, 2.0122, -0.8870], [1.4785, -1.1546, 0.2415], [1.2838, -0.1540, -1.2098], [2.9054, 0.6837, 0.2514]],
  "spin_multiplicity": 1,
  "homo_lumo_gap_ev": 10.44
}

The most stable of them is arrangement Q.

Arrangement P

{
  "formula": "C4H8O2",
  "method": "wB97M-V/def2-TZVPD",
  "elements": ["C", "C", "C", "O", "C", "O", "H", "H", "H", "H", "H", "H", "H", "H"],
  "coordinates": [[1.6057, -0.7830, -0.2278], [0.3462, -0.2820, 0.4532], [-0.0336, 1.1841, 0.1113], [-1.1861, 1.0661, -0.7012], [-1.7986, -0.1024, -0.2355], [-0.7699, -1.0319, -0.0246], [2.4894, -0.2595, 0.1547], [1.7348, -1.8545, -0.0470], [1.5344, -0.6191, -1.3084], [0.4265, -0.4058, 1.5437], [-0.2597, 1.7524, 1.0258], [0.7340, 1.7138, -0.4600], [-2.3351, 0.0987, 0.7103], [-2.4882, -0.4767, -0.9947]],
  "spin_multiplicity": 1,
  "homo_lumo_gap_ev": 11.16
}

Arrangement Q

{
  "formula": "C4H8O2",
  "method": "wB97M-V/def2-TZVPD",
  "elements": ["C", "O", "C", "C", "C", "O", "H", "H", "H", "H", "H", "H", "H", "H"],
  "coordinates": [[0.0339, 1.8285, -1.4434], [-0.4237, 0.5679, -0.9776], [-0.6863, 0.5777, 0.3967], [-0.8226, -0.8779, 0.8147], [0.5125, -1.5654, 0.7422], [1.5631, -0.9855, 0.6240], [0.1032, 1.7436, -2.5138], [0.9949, 2.0877, -0.9986], [-0.7162, 2.6184, -1.1982], [0.1473, 1.0281, 0.9389], [-1.6266, 1.1227, 0.6538], [-1.5383, -1.3700, 0.1487], [-1.2023, -0.9988, 1.8439], [0.4978, -2.6679, 0.8927]],
  "spin_multiplicity": 1,
  "homo_lumo_gap_ev": 10.81
}

The most stable of them is arrangement P.